# 1
{
  "formula": "C47H64BCl2FIN9O7P3S",
  "method": "wB97M-V/def2-TZVPD",
  "elements": ["C", "C", "C", "N", "P", "O", "O", "S", "C", "N", "B", "O", "O", "C", "C", "P", "O", "I", "N", "F", "C", "C", "C", "C", "N", "C", "Cl", "C", "C", "Cl", "C", "C", "C", "O", "C", "C", "O", "P", "C", "C", "C", "C", "H", "H", "H", "H", "H", "H", "H", "H", "H", "H", "H", "H", "H", "H", "H", "H", "H", "H", "H", "H", "H", "H", "H", "H", "H", "H", "H", "H", "H", "H", "H", "H", "H", "H", "H", "H", "H", "H", "H", "N", "C", "C", "C", "C", "C", "H", "H", "H", "H", "H", "N", "C", "C", "C", "C", "C", "H", "H", "H", "H", "H", "N", "C", "C", "C", "C", "C", "H", "H", "H", "H", "H", "N", "C", "C", "C", "C", "C", "H", "H", "H", "H", "H", "N", "C", "C", "C", "C", "C", "H", "H", "H", "H", "H"],
  "positions_angstrom": [[-2.4738, -1.1835, 4.0687], [-1.8024, -0.5498, 3.1143], [-0.9138, 0.0184, 1.9104], [0.1344, 0.9277, 2.4332], [0.0965, 1.5715, 4.0033], [-1.3142, 2.1458, 4.7368], [1.2263, 2.9032, 4.0809], [0.8414, 0.2411, 5.2605], [0.9634, 1.5256, 1.3877], [2.2968, 1.4325, 1.4041], [3.1210, 0.6422, 2.4416], [2.7904, -0.7437, 2.6753], [4.2048, 1.3756, 3.0534], [4.3223, 1.1065, 4.4857], [4.2178, 2.4618, 5.4064], [3.3871, 2.2293, 0.1914], [4.9013, 1.4117, 0.1380], [3.7110, 4.5052, 1.1560], [0.2403, 2.2380, 0.2912], [-0.0034, 3.5325, 0.5381], [-0.7717, 1.4287, -0.4219], [-1.6952, 2.0864, -1.5376], [-1.3386, 3.4920, -2.2296], [-1.5260, 3.3437, -3.8587], [-0.6759, 4.3919, -4.5705], [0.1478, 0.2984, -1.1852], [0.1493, -1.5197, -0.9868], [1.1775, 0.6815, -2.1592], [1.5642, 2.1665, -2.5889], [2.2007, -0.6018, -3.0527], [-1.7740, 0.7762, 0.7183], [-3.0397, -0.0411, 0.1825], [-2.9950, -0.9710, -1.0938], [-4.3859, -1.1362, -1.5878], [-4.5696, -0.4408, -2.8321], [-5.5609, 0.8530, -2.8453], [-4.0158, -0.8379, -3.9127], [-2.6469, 2.1395, 1.7968], [-3.0186, 3.7649, 1.0252], [-2.8299, 4.9435, 2.1734], [-4.3028, 1.5545, 2.5090], [-5.1810, 2.7870, 3.1691], [-3.1574, -1.9109, 4.6601], [-0.3442, -0.9149, 1.5269], [-1.7677, 1.3848, 5.1840], [0.6415, 3.7125, 4.1482], [3.6802, -1.1744, 2.8487], [5.4154, 0.7263, 4.6547], [3.6377, 0.2750, 4.8857], [3.7398, 2.1935, 6.4376], [3.6088, 3.2984, 4.9056], [5.2740, 2.9154, 5.6146], [5.4583, 1.8845, -0.5425], [-2.8231, 2.2222, -1.2538], [-1.7376, 1.3265, -2.4276], [-0.3475, 3.9824, -1.9322], [-2.1511, 4.2952, -1.9667], [-2.6231, 3.5784, -4.1655], [-1.1558, 2.3282, -4.2559], [-0.5719, 5.2378, -3.9859], [-1.0801, 4.6102, -5.4980], [1.5062, 2.9735, -1.7781], [2.6920, 2.1647, -2.9074], [0.9980, 2.4155, -3.5651], [-3.8626, 0.7543, -0.0758], [-3.5426, -0.6690, 1.0321], [-2.3176, -0.6899, -1.9699], [-2.6770, -2.0472, -0.7666], [-5.9564, 1.1162, -1.7832], [-5.0490, 1.7903, -3.3022], [-6.5121, 0.6123, -3.4761], [-2.4123, 4.1592, 0.1440], [-4.1443, 3.8361, 0.7117], [-2.4363, 4.4184, 3.1385], [-2.0017, 5.6858, 1.8627], [-3.8341, 5.4544, 2.4340], [-5.0385, 1.1020, 1.7181], [-4.2374, 0.7763, 3.3486], [-5.6298, 3.4881, 2.3785], [-4.4284, 3.3438, 3.8651], [-5.9641, 2.3062, 3.8734], [1.0091, -3.4502, 5.4703], [0.9527, -4.7180, 5.9160], [1.5125, -5.7962, 5.2490], [2.1670, -5.5580, 4.0485], [2.2398, -4.2594, 3.5625], [1.6515, -3.2477, 4.3048], [0.4280, -4.8541, 6.8564], [1.4383, -6.7968, 5.6571], [2.6168, -6.3767, 3.4965], [2.7428, -4.0386, 2.6285], [1.6851, -2.2159, 3.9683], [6.6990, -2.0842, 1.0540], [7.8221, -2.8241, 1.0488], [8.8149, -2.7118, 0.0886], [8.6411, -1.7855, -0.9304], [7.4902, -1.0091, -0.9514], [6.5574, -1.1935, 0.0562], [7.9104, -3.5359, 1.8634], [9.7011, -3.3327, 0.1356], [9.3958, -1.6693, -1.7013], [7.3228, -0.2771, -1.7326], [5.6440, -0.6089, 0.0861], [1.6141, 8.0134, 5.1677], [1.9271, 7.3845, 4.0217], [3.0926, 7.6146, 3.3093], [3.9902, 8.5515, 3.8028], [3.6923, 9.2178, 4.9833], [2.5015, 8.9144, 5.6242], [1.1927, 6.6638, 3.6746], [3.2933, 7.0752, 2.3916], [4.9134, 8.7603, 3.2723], [4.3697, 9.9552, 5.3963], [2.2253, 9.4058, 6.5519], [-3.0449, -6.3517, -4.3760], [-2.7905, -5.1385, -3.8546], [-3.4841, -3.9895, -4.1998], [-4.4985, -4.0932, -5.1413], [-4.7819, -5.3331, -5.6980], [-4.0336, -6.4235, -5.2841], [-1.9865, -5.1083, -3.1256], [-3.2379, -3.0381, -3.7453], [-5.0633, -3.2157, -5.4385], [-5.5666, -5.4495, -6.4358], [-4.2195, -7.4144, -5.6871], [-2.5151, -10.5760, -10.0760], [-1.5745, -9.6171, -10.0107], [-1.5753, -8.5988, -9.0710], [-2.6081, -8.5617, -8.1444], [-3.5942, -9.5377, -8.1893], [-3.5026, -10.5168, -9.1656], [-0.7904, -9.6874, -10.7580], [-0.7893, -7.8535, -9.0635], [-2.6442, -7.7791, -7.3937], [-4.4146, -9.5381, -7.4817], [-4.2470, -11.3036, -9.2395]],
  "lumo_energy_ha": -0.1934,
  "max_force_ha_per_bohr": 0.1430,
  "e_homo_ev": -10.398,
  "charge": 1
}

***

# 2
{
  "formula": "C47H73Br2F10NO11S",
  "method": "wB97M-V/def2-TZVPD",
  "elements": ["C", "C", "C", "C", "C", "C", "O", "C", "C", "C", "C", "N", "C", "C", "C", "F", "C", "C", "C", "O", "C", "C", "C", "O", "C", "C", "C", "C", "Br", "C", "C", "Br", "C", "S", "O", "O", "C", "F", "F", "C", "F", "F", "C", "F", "F", "C", "F", "F", "F", "C", "C", "O", "H", "H", "H", "H", "H", "H", "H", "H", "H", "H", "H", "H", "H", "H", "H", "H", "H", "H", "H", "H", "H", "H", "H", "H", "H", "H", "H", "H", "H", "H", "H", "H", "H", "C", "C", "C", "O", "H", "H", "H", "H", "H", "H", "H", "H", "C", "C", "C", "O", "H", "H", "H", "H", "H", "H", "H", "H", "C", "C", "C", "O", "H", "H", "H", "H", "H", "H", "H", "H", "C", "C", "C", "O", "H", "H", "H", "H", "H", "H", "H", "H", "C", "C", "C", "O", "H", "H", "H", "H", "H", "H", "H", "H"],
  "positions_angstrom": [[2.6237, -2.0376, -0.3005], [1.3903, -2.0044, -1.2944], [0.6071, -0.7419, -1.0139], [-0.4512, -0.6758, -0.0986], [-0.8269, -1.9538, 0.6401], [-0.4815, -1.9057, 2.1442], [-1.4165, -2.8029, 2.7748], [-1.1399, 0.5177, 0.1411], [-2.3098, 0.4360, 1.1244], [-2.2306, 1.3481, 2.3905], [-3.0271, 0.7039, 3.5514], [-4.4867, 0.8750, 3.3536], [-0.7805, 1.7188, -0.5097], [-1.5666, 2.9948, -0.2351], [-1.0240, 3.8642, 0.9389], [-1.8546, 3.7582, -1.3476], [0.3029, 1.6498, -1.3961], [0.9520, 0.4423, -1.6532], [2.0769, 0.4761, -2.6779], [2.2166, -0.3240, -3.5773], [3.0030, 1.6752, -2.5050], [4.3653, 1.4753, -2.6275], [5.0044, 0.1339, -2.9380], [6.3285, 0.1228, -2.4362], [6.6703, -1.1123, -1.8342], [5.1876, 2.5873, -2.4614], [4.6656, 3.8179, -2.1443], [5.6935, 4.9543, -1.9840], [7.4312, 4.3615, -1.3120], [5.8433, 5.7517, -3.3397], [6.2651, 7.2012, -2.9935], [7.2263, 4.9705, -4.4837], [3.2649, 4.0052, -2.0191], [2.6094, 5.6008, -1.5959], [1.3510, 5.8807, -2.2141], [3.4879, 6.6856, -1.9510], [2.2341, 5.5539, 0.2317], [1.1336, 6.3000, 0.3817], [1.8362, 4.2842, 0.4884], [3.2987, 6.0678, 1.2579], [4.4101, 6.6155, 0.7397], [2.7126, 7.0530, 1.9802], [3.7572, 5.0244, 2.3470], [2.7233, 4.5331, 3.0401], [4.4627, 5.7641, 3.2452], [4.7457, 3.9284, 1.8741], [5.9269, 4.4089, 1.5135], [4.2725, 3.1498, 0.8940], [4.9603, 3.1280, 2.9431], [2.4242, 2.8985, -2.2300], [0.8694, 2.8286, -2.2212], [0.2008, 3.5123, -2.9525], [2.4946, -2.7604, 0.5112], [3.5130, -2.3366, -0.8793], [2.8433, -1.0232, 0.0588], [0.8327, -2.9296, -1.1334], [1.8150, -2.0544, -2.2960], [-0.4726, -2.8768, 0.1832], [-1.9244, -2.0144, 0.6155], [-0.6560, -0.9016, 2.5560], [0.5341, -2.2698, 2.3551], [-1.4785, -2.6050, 3.7146], [-3.1996, 0.7742, 0.5641], [-2.5400, -0.5717, 1.4678], [-1.2196, 1.6529, 2.6833], [-2.7894, 2.2625, 2.1482], [-2.7956, -0.3613, 3.6784], [-2.7700, 1.2996, 4.4425], [-4.6701, 1.5360, 2.6038], [-4.9033, 1.2946, 4.1773], [-2.5547, 2.6626, 0.1238], [-0.1279, 3.4191, 1.3739], [-1.7711, 3.9712, 1.7317], [-0.8720, 4.8668, 0.5256], [4.9676, -0.0922, -4.0160], [4.4251, -0.6419, -2.4081], [6.2265, -1.2518, -0.8347], [7.7611, -1.1126, -1.7172], [6.3773, -1.9524, -2.4851], [6.2492, 2.4125, -2.5996], [5.3464, 5.6911, -1.2606], [4.8732, 5.7997, -3.8427], [6.8892, 7.2373, -2.0945], [6.8398, 7.6580, -3.8070], [5.3835, 7.8293, -2.8192], [9.5185, 10.2076, -0.5838], [9.2479, 8.7191, -0.7421], [10.3946, 7.8866, -0.1899], [9.0523, 8.4104, -2.1213], [10.4181, 10.4971, -1.1344], [8.6923, 10.7919, -0.9914], [9.6517, 10.4766, 0.4656], [8.3226, 8.4576, -0.2245], [11.3221, 8.1018, -0.7281], [10.1898, 6.8225, -0.3179], [10.5541, 8.0864, 0.8713], [9.8613, 8.6353, -2.5935], [-4.7851, -4.4536, -0.6516], [-3.4880, -5.0880, -1.1311], [-3.3252, -6.4946, -0.5760], [-2.3832, -4.2787, -0.7259], [-4.7947, -4.3717, 0.4390], [-4.8855, -3.4421, -1.0488], [-5.6529, -5.0377, -0.9622], [-3.4756, -5.1200, -2.2219], [-3.2890, -6.4799, 0.5173], [-2.3863, -6.9352, -0.9193], [-4.1486, -7.1400, -0.8877], [-2.3850, -4.2422, 0.2387], [-8.0948, -0.1039, 0.9565], [-6.9919, -1.1044, 0.6431], [-7.1602, -2.3859, 1.4440], [-5.7228, -0.5253, 0.9327], [-8.0731, 0.1752, 2.0140], [-7.9547, 0.8124, 0.3806], [-9.0798, -0.5139, 0.7251], [-7.0005, -1.3366, -0.4235], [-7.1079, -2.1804, 2.5179], [-6.3583, -3.0884, 1.2138], [-8.1159, -2.8651, 1.2260], [-5.6931, -0.3093, 1.8766], [-2.1389, -11.1678, 2.1264], [-3.2302, -10.1079, 2.1342], [-4.0662, -10.1666, 0.8650], [-2.6397, -8.8154, 2.2599], [-1.4567, -11.0134, 1.2856], [-1.5419, -11.1084, 3.0375], [-2.5616, -12.1713, 2.0511], [-3.8732, -10.2506, 3.0040], [-3.4464, -9.9797, -0.0168], [-4.8389, -9.3961, 0.8797], [-4.5459, -11.1404, 0.7512], [-2.0683, -8.6767, 1.4967], [-10.1250, -5.8805, 0.1367], [-8.7295, -6.3232, -0.2765], [-8.4408, -7.7432, 0.1866], [-7.7608, -5.4321, 0.2743], [-10.2262, -5.8889, 1.2258], [-10.3155, -4.8584, -0.1942], [-10.8898, -6.5329, -0.2883], [-8.6326, -6.2647, -1.3618], [-8.4884, -7.8110, 1.2772], [-7.4345, -8.0444, -0.1087], [-9.1554, -8.4512, -0.2369], [-7.8329, -5.4717, 1.2343]],
  "lumo_energy_ha": -0.0186,
  "max_force_ha_per_bohr": 0.0700,
  "e_homo_ev": -9.237
}

***

| no. | total energy (hartree) | Kohn-Sham gap (hartree) |
| --- | --- | --- |
| 1 | -5613.248187 | 0.189 |
| 2 | -9261.844284 | 0.321 |